{
  "formula": "C6H15ClNP",
  "method": "ωB97M-V/def2-TZVPD",
  "species": ["C", "C", "C", "C", "C", "C", "N", "P", "Cl", "H", "H", "H", "H", "H", "H", "H", "H", "H", "H", "H", "H", "H", "H", "H"],
  "positions_angstrom": [[-2.387926, -0.977822, 0.150164], [-0.551020, -1.791388, -1.354570], [0.887742, 1.792525, -0.747008], [1.134845, 1.546351, 1.810192], [-0.972099, -0.582533, -0.536504], [0.302162, 1.300138, 0.562669], [-0.138201, -0.036011, 0.429414], [2.403354, -1.045345, -0.117802], [2.137978, -3.024917, -0.191898], [-2.562146, -0.023633, 0.616883], [-3.319080, -1.069338, -0.466569], [-2.250871, -1.761605, 0.779238], [0.508773, -1.638074, -1.736233], [-1.329393, -1.945778, -2.161613], [-0.647585, -2.786609, -0.737983], [0.201362, 1.553194, -1.476426], [1.032734, 2.983226, -0.844775], [1.798953, 1.400404, -0.846312], [0.662019, 0.819500, 2.544634], [0.756258, 2.550397, 2.134154], [2.189585, 1.531070, 1.559105], [-1.351536, 0.166817, -1.285047], [-0.625138, 1.880173, 0.698428], [2.119233, -0.840741, 1.217857]],
  "atomic_forces_ev_per_a": [[0.24, 3.49, -2.25], [0.06, -1.69, 0.20], [-1.70, 5.22, 1.82], [-2.58, 0.25, 0.41], [-3.60, 0.37, -2.14], [-1.16, 0.90, -1.18], [2.80, -2.83, 1.36], [-1.12, 1.27, -0.27], [0.15, -0.93, 0.30], [-0.48, 0.02, 1.21], [1.28, -0.40, -0.23], [0.22, -2.18, 2.11], [-1.53, -0.44, 0.08], [1.13, 0.39, 0.60], [0.65, 1.89, -0.96], [-1.04, -0.71, -2.02], [-0.40, -2.47, 0.58], [3.55, -1.73, -0.93], [1.53, 0.66, -0.51], [1.13, -0.60, 0.02], [0.18, -0.20, 0.70], [0.70, -0.12, 0.22], [-0.27, 0.02, 0.04], [0.24, -0.20, 0.82]],
  "mulliken_charge": [-1.534, -1.255, -1.284, -1.395, 0.672, 0.194, -0.241, 0.261, -0.185, 0.402, 0.336, 0.437, 0.338, 0.352, 0.189, 0.397, 0.287, 0.399, 0.311, 0.406, 0.321, 0.075, 0.459, 0.059],
  "homo_ev": [-7.8, -8.3],
  "homo_lumo_gap_ev": [6.80, 7.06],
  "lumo_energy_ev": [-0.975, -1.213]
}

***

{
  "formula": "C4H11NO3S",
  "method": "ωB97M-V/def2-TZVPD",
  "species": ["C", "C", "C", "C", "O", "S", "N", "O", "O", "H", "H", "H", "H", "H", "H", "H", "H", "H", "H", "H"],
  "positions_angstrom": [[2.772615, 1.365558, 0.213687], [3.118964, 0.036054, -0.330415], [2.246249, -1.110366, 0.291924], [0.842601, -1.014953, -0.286050], [-0.090822, -0.215725, 0.541570], [-1.599681, 0.050276, 0.058174], [-1.420414, 1.157148, -1.145867], [-2.129755, 0.514042, 1.381387], [-2.235022, -1.122307, -0.515348], [2.608549, 1.392567, 1.318762], [3.518553, 1.991545, -0.072285], [1.786570, 1.905842, -0.107991], [4.228287, -0.096455, -0.236525], [2.847630, -0.133336, -1.480079], [2.398730, -1.117200, 1.342897], [2.517653, -2.203933, 0.014506], [0.385347, -2.029377, -0.293132], [0.820472, -0.715896, -1.365635], [-2.040848, 0.932591, -1.846200], [-1.770935, 2.103363, -0.779784]],
  "atomic_forces_ev_per_a": [[-4.19, 0.83, 1.18], [-0.54, -2.91, -2.38], [0.97, -0.87, -1.89], [-1.76, -1.31, 0.13], [0.26, 0.01, -1.38], [-0.82, -1.62, 5.00], [0.34, 2.92, 2.87], [0.80, -0.02, -4.10], [1.15, 1.25, -0.06], [0.70, -0.30, -0.65], [2.18, 2.27, -0.42], [1.51, -1.44, -0.04], [-1.01, -0.29, 0.05], [1.01, 1.05, 2.11], [-0.75, 0.22, 1.16], [0.25, 1.92, -0.01], [0.25, 0.57, 0.09], [0.20, 0.33, 1.00], [-1.62, -0.98, -2.17], [1.08, -1.62, -0.47]],
  "mulliken_charge": [-0.995, -0.334, -0.668, -0.488, -0.234, 1.100, -0.535, -0.608, -0.605, 0.269, 0.408, 0.167, 0.299, 0.226, 0.371, 0.293, 0.396, 0.327, 0.294, 0.317],
  "homo_ev": -10.9,
  "homo_lumo_gap_ev": 11.28,
  "smiles": "CCCCOS(N)(=O)=O",
  "lumo_energy_ev": 0.433
}

***

{
  "formula": "C2HBF6",
  "method": "ωB97M-V/def2-TZVPD",
  "species": ["B", "C", "C", "F", "F", "F", "F", "F", "F", "H"],
  "positions_angstrom": [[0.245239, -0.774645, 0.471644], [-1.490235, 0.486261, -0.038382], [1.413943, -0.295781, -0.431835], [-2.100195, 0.868844, 1.113580], [-2.315878, -0.219573, -0.787470], [-1.057915, 1.652086, -0.599613], [1.418913, 0.218800, 1.007755], [1.518792, 0.757659, -1.141846], [2.512915, -1.018060, -0.657081], [-0.145583, -1.675591, 1.063248]],
  "atomic_forces_ev_per_a": [[-3.39, 3.42, -2.08], [4.46, -1.37, 2.56], [1.04, -1.77, -0.32], [-0.31, -0.36, -0.64], [-0.46, 0.66, -0.45], [-0.88, -0.81, -0.49], [0.24, 0.02, 1.22], [-0.55, 0.81, -0.79], [-0.56, 0.22, 0.57], [0.41, -0.83, 0.43]],
  "mulliken_charge": [0.207, 0.376, 0.639, -0.251, -0.220, -0.226, -0.166, -0.157, -0.181, -0.021],
  "homo_ev": -10.0,
  "homo_lumo_gap_ev": 10.60,
  "lumo_energy_ev": 0.616
}

***

Result set for energy relative to the best compared isomer or geometry (same formula, charge and spin): 63.05; 39.81; 78.07 kcal per mole, one per record in the order listed.